{
  "formula": "C46H55OSi4",
  "method": "ωB97M-V/def2-TZVPD",
  "species": ["C", "C", "C", "C", "O", "C", "C", "C", "C", "C", "C", "C", "C", "C", "C", "C", "C", "C", "C", "C", "H", "H", "H", "H", "H", "H", "H", "H", "H", "H", "H", "H", "H", "H", "H", "C", "Si", "C", "C", "C", "C", "C", "C", "C", "C", "Si", "H", "C", "Si", "C", "C", "C", "C", "C", "C", "C", "C", "C", "Si", "C", "C", "C", "C", "C", "C", "C", "C", "H", "H", "H", "H", "H", "H", "H", "H", "H", "H", "H", "H", "H", "H", "H", "H", "H", "H", "H", "H", "H", "H", "H", "H", "H", "H", "H", "H", "H", "H", "H", "H", "H", "H", "H", "H", "H", "H", "H"],
  "positions_angstrom": [[7.34175, -6.88791, -1.98767], [6.00715, -6.81735, -2.42027], [5.25623, -5.62980, -2.25590], [5.91329, -4.49810, -1.76244], [5.28753, -3.25966, -1.57078], [3.91783, -3.23916, -1.28639], [3.52947, -3.01363, 0.04746], [2.18417, -3.05129, 0.38840], [1.20805, -3.16989, -0.60502], [-0.22937, -2.94710, -0.27729], [-1.27723, -3.82744, -0.86290], [-2.60025, -3.36369, -0.72835], [-3.60843, -4.16499, -1.25512], [-3.32995, -5.46572, -1.72992], [-2.02004, -5.94007, -1.72401], [-0.98323, -5.05977, -1.44301], [1.61076, -3.28381, -1.95674], [2.94983, -3.43845, -2.29323], [7.26867, -4.52511, -1.41952], [7.97284, -5.74057, -1.46833], [7.90720, -7.82003, -2.06820], [5.52240, -7.69770, -2.87172], [4.19050, -5.60331, -2.50819], [4.32424, -2.80429, 0.77868], [1.86479, -2.91717, 1.42401], [-0.48124, -2.72464, 0.74823], [-2.81367, -2.42069, -0.19380], [-4.62306, -3.77414, -1.24385], [-4.14462, -6.09825, -2.10158], [-1.78032, -6.97031, -1.95619], [0.06886, -5.28783, -1.63775], [0.83600, -3.30764, -2.73397], [3.26603, -3.66941, -3.32948], [7.72002, -3.58799, -1.07060], [9.01812, -5.77404, -1.09611], [1.06193, -0.46047, 1.87838], [0.92017, 1.26440, 2.54971], [0.80366, 1.35884, 4.39981], [2.58401, 2.10390, 2.23670], [2.50888, 3.49982, 2.22704], [3.62540, 4.25705, 1.86840], [4.83026, 3.61592, 1.57038], [4.92484, 2.22099, 1.67131], [3.80401, 1.45981, 2.03373], [-0.34238, 2.44605, 1.72462], [-2.09857, 2.13369, 1.16187], [-0.39020, -2.04621, -0.73983], [-3.53577, 1.55684, 2.13151], [-4.08200, 3.29232, 2.57416], [-4.38942, 3.15660, 4.39974], [-2.90749, 4.59894, 1.95514], [-5.64649, 3.46456, 1.48258], [-5.84215, 4.68619, 0.83161], [-7.10521, 4.99650, 0.31197], [-8.10727, 4.01281, 0.32904], [-7.80531, 2.68840, 0.69841], [-6.55263, 2.41136, 1.26263], [-2.34776, 2.41638, -0.69876], [-1.56585, 1.50979, -2.22794], [-2.19167, -0.20010, -2.64554], [-1.65463, 2.60090, -3.76748], [0.30825, 1.30013, -2.04238], [1.00521, 0.18939, -2.54526], [2.36912, 0.09655, -2.26618], [3.01206, 1.09943, -1.51694], [2.35519, 2.29338, -1.20243], [0.98320, 2.40085, -1.47952], [0.15794, -1.04769, 2.15544], [1.17254, -0.40293, 0.76615], [1.98172, -0.88765, 2.35057], [-0.15851, 0.95867, 4.77224], [1.62646, 0.78017, 4.83949], [0.92077, 2.39498, 4.75031], [1.56893, 4.00039, 2.46048], [3.53246, 5.34281, 1.82760], [5.70134, 4.21034, 1.28835], [5.87126, 1.72077, 1.47061], [3.88327, 0.37185, 2.12629], [-0.62732, 3.20106, 2.49634], [0.25175, 2.95860, 0.92788], [-4.24158, 1.05539, 1.44291], [-3.20479, 0.90563, 2.96582], [-3.46098, 2.92814, 4.94373], [-4.80243, 4.08912, 4.80173], [-5.09247, 2.33788, 4.61458], [-1.89587, 4.54965, 2.38482], [-2.81316, 4.56038, 0.86160], [-3.34496, 5.58206, 2.19908], [-5.02880, 5.40993, 0.73813], [-7.29027, 6.00345, -0.08577], [-9.12716, 4.27918, 0.03375], [-8.53750, 1.88043, 0.56773], [-6.29411, 1.38203, 1.53140], [-3.43355, 2.36416, -0.89221], [-2.01266, 3.48201, -0.75286], [-3.28887, -0.18621, -2.83357], [-1.69541, -0.57054, -3.57736], [-1.93353, -0.86273, -1.79351], [-2.71815, 2.89150, -3.91645], [-1.04169, 3.49723, -3.59628], [-1.21637, 2.06542, -4.62497], [0.49542, -0.58702, -3.14160], [2.92457, -0.76706, -2.63982], [4.04964, 0.97666, -1.18676], [2.86971, 3.14849, -0.74207], [0.44660, 3.33935, -1.22877]],
  "lowdin_charge": [-0.10, -0.08, -0.01, -0.24, -0.01, -0.26, 0.02, -0.04, -0.21, -0.13, -0.22, -0.06, -0.08, -0.08, -0.07, -0.03, -0.05, -0.03, -0.02, -0.08, 0.10, 0.11, 0.10, 0.13, 0.10, 0.11, 0.11, 0.10, 0.11, 0.11, 0.11, 0.13, 0.14, 0.12, 0.11, -0.17, 0.52, -0.17, -0.27, -0.13, -0.08, -0.08, -0.07, -0.09, -0.29, 0.76, 0.06, -0.29, 0.51, -0.15, -0.19, -0.25, -0.11, -0.07, -0.07, -0.07, -0.10, -0.28, 0.55, -0.17, -0.17, -0.27, -0.09, -0.06, -0.06, -0.08, -0.13, 0.04, 0.06, 0.05, 0.03, 0.05, 0.04, 0.09, 0.11, 0.11, 0.11, 0.10, 0.03, 0.04, 0.05, 0.07, 0.04, 0.04, 0.06, 0.03, 0.03, 0.08, 0.09, 0.11, 0.11, 0.11, 0.10, 0.05, 0.05, 0.05, 0.06, 0.01, 0.04, 0.03, 0.05, 0.10, 0.10, 0.11, 0.11, 0.10],
  "e_lumo_ev": -3.488,
  "total_charge": 1,
  "homo_energy_ev": -10.08,
  "energy_ev": -82147.808,
  "e_above_lowest_kj_mol": 90.42
}


{
  "formula": "C46H56BaBrFIN5O2PS",
  "method": "ωB97M-V/def2-TZVPD",
  "species": ["Ba", "C", "C", "C", "C", "C", "C", "C", "C", "C", "C", "C", "C", "N", "C", "C", "C", "C", "C", "C", "F", "H", "H", "H", "H", "H", "H", "H", "H", "H", "H", "H", "H", "H", "H", "H", "H", "H", "H", "H", "H", "H", "Br", "C", "C", "C", "N", "C", "C", "H", "H", "H", "H", "C", "N", "C", "C", "C", "C", "C", "C", "C", "C", "H", "H", "H", "H", "H", "H", "H", "H", "H", "H", "H", "H", "C", "N", "C", "C", "N", "C", "S", "H", "H", "H", "H", "H", "H", "I", "C", "C", "C", "C", "C", "C", "C", "O", "O", "H", "H", "H", "H", "C", "P", "C", "C", "H", "H", "H", "H", "H", "H", "H", "H", "H"],
  "positions_angstrom": [[-0.02045, -0.32545, -1.11012], [1.85895, -1.80369, 4.60320], [1.11237, -1.86134, 3.26348], [1.98900, -1.25195, 2.17700], [-0.32936, -1.37605, 3.42834], [-1.14726, -2.31629, 4.05870], [-2.45324, -2.04370, 4.40524], [-2.94746, -0.77610, 4.15391], [-2.18374, 0.19231, 3.51377], [-2.84316, 1.55225, 3.34764], [-2.07901, 2.70703, 3.99718], [-3.20954, 1.86312, 1.90074], [-0.86977, -0.11957, 3.06799], [-0.17586, 0.75484, 2.19288], [0.78759, 1.52133, 2.71603], [1.10721, 1.68974, 4.09371], [2.13237, 2.51184, 4.52881], [2.92901, 3.22680, 3.64233], [2.65836, 3.09001, 2.27909], [1.63149, 2.28554, 1.86371], [1.41045, 2.18710, 0.51047], [2.82512, -2.30784, 4.51377], [1.29023, -2.29006, 5.39697], [2.04533, -0.76931, 4.89848], [1.00598, -2.92310, 3.01695], [2.38497, -0.27654, 2.45597], [1.44310, -1.12567, 1.24689], [2.83375, -1.92089, 1.98512], [-0.73210, -3.29722, 4.26799], [-3.07118, -2.79745, 4.87767], [-3.95749, -0.52230, 4.45948], [-3.78559, 1.47469, 3.90107], [-1.18396, 2.96895, 3.44215], [-1.76293, 2.46209, 5.01207], [-2.72242, 3.59029, 4.04295], [-2.33393, 1.79129, 1.25658], [-3.61719, 2.87210, 1.80439], [-3.95827, 1.15902, 1.53045], [0.51235, 1.15224, 4.82238], [2.31031, 2.59155, 5.59600], [3.73765, 3.85679, 3.98654], [3.24760, 3.59964, 1.52610], [-7.43111, 0.52447, -1.67761], [-5.60749, 0.23187, -1.26337], [-5.21050, -0.97224, -0.71218], [-3.86431, -1.13158, -0.42063], [-2.94686, -0.19291, -0.63446], [-3.35664, 0.95078, -1.17818], [-4.67487, 1.22023, -1.50838], [-5.91536, -1.76542, -0.51027], [-3.51938, -2.05664, 0.02290], [-2.60746, 1.71627, -1.34687], [-4.94728, 2.17530, -1.93313], [-0.74027, -5.87453, 0.09503], [-0.41169, -4.60696, 0.71507], [-1.43070, -3.61458, 0.44779], [0.94289, -4.14397, 0.38824], [1.29447, -4.01996, -1.08120], [1.96678, -5.09592, -1.66398], [2.31357, -5.08228, -3.00810], [1.95524, -3.97851, -3.76662], [1.27860, -2.92042, -3.16469], [0.92470, -2.86049, -1.80368], [-1.69332, -6.23496, 0.48910], [0.02943, -6.61112, 0.33576], [-0.81615, -5.81708, -1.00140], [-2.39672, -4.00281, 0.78497], [-1.51228, -3.35210, -0.62015], [-1.22905, -2.70815, 1.02848], [1.64202, -4.82741, 0.88511], [1.05570, -3.16950, 0.85958], [2.23254, -5.95587, -1.05340], [2.84445, -5.91646, -3.45238], [2.20198, -3.93790, -4.82313], [1.02135, -2.09476, -3.83218], [-0.96638, 7.22502, -1.21625], [-0.58815, 6.26416, -0.20628], [0.45254, 6.40999, 0.70502], [0.49979, 5.28625, 1.44356], [-0.50833, 4.46887, 0.97693], [-1.18359, 5.05515, -0.04162], [-2.49350, 4.40797, -0.86362], [-0.93575, 8.22792, -0.79256], [-1.97721, 6.98789, -1.53959], [-0.29684, 7.16727, -2.07548], [1.05103, 7.30184, 0.74347], [1.14133, 4.98566, 2.25302], [-0.70169, 3.52307, 1.27632], [-0.43477, -0.65072, -10.15679], [-0.45715, -0.39088, -8.08298], [-1.43458, -1.02197, -7.32710], [-1.44323, -0.84603, -5.95226], [-0.48106, -0.05498, -5.33922], [0.49236, 0.56715, -6.10852], [0.50770, 0.40666, -7.48554], [-0.49044, 0.11668, -3.84210], [-1.44699, -0.36408, -3.18559], [0.48370, 0.70947, -3.29966], [-2.17859, -1.64388, -7.80602], [-2.19150, -1.32283, -5.33330], [1.23663, 1.17502, -5.61131], [1.26292, 0.89348, -8.08756], [3.86484, 1.04547, -2.38021], [3.43420, 0.01591, -0.92473], [4.68545, 0.59545, 0.28652], [4.19894, -1.57770, -1.40739], [4.91433, 0.93606, -2.66643], [3.66494, 2.09397, -2.15085], [3.22440, 0.76446, -3.21759], [5.68405, 0.60953, -0.15869], [4.69277, -0.07354, 1.14843], [4.43556, 1.59214, 0.64757], [5.24917, -1.45691, -1.68833], [3.64228, -2.02331, -2.23230], [4.12930, -2.27613, -0.57108]],
  "lowdin_charge": [1.74, -0.06, -0.36, -0.10, -0.13, -0.07, -0.10, -0.06, -0.14, -0.36, -0.06, -0.08, -0.19, 0.06, -0.33, -0.06, -0.12, -0.14, -0.10, -0.27, -0.04, 0.08, 0.07, 0.07, 0.11, 0.07, 0.00, 0.09, 0.11, 0.09, 0.10, 0.12, 0.05, 0.08, 0.08, 0.04, 0.07, 0.07, 0.11, 0.10, 0.08, 0.11, 0.73, -0.68, -0.10, -0.12, -0.02, -0.20, -0.09, 0.10, 0.09, 0.05, 0.11, -0.11, -0.24, -0.13, -0.19, -0.29, -0.09, -0.12, -0.13, -0.19, -0.24, 0.08, 0.08, 0.09, 0.08, 0.07, 0.07, 0.12, 0.07, 0.10, 0.09, 0.09, 0.07, -0.05, -0.14, -0.05, -0.07, 0.09, -0.80, 0.59, 0.09, 0.05, 0.09, 0.11, 0.10, 0.12, 0.82, -0.74, -0.15, -0.01, -0.13, -0.01, -0.15, -0.72, -0.21, -0.26, 0.09, 0.12, 0.12, 0.09, -0.29, 0.76, -0.29, -0.29, 0.04, 0.04, 0.02, 0.04, 0.03, 0.01, 0.04, 0.02, 0.04],
  "e_lumo_ev": 1.916,
  "total_charge": -1,
  "homo_energy_ev": -4.31,
  "energy_ev": -161839.397,
  "e_above_lowest_kj_mol": 114.59
}